A 2-piece molecular cluster, C5H14S overall in a non-equilibrium geometry, computed with the ωB97M-V functional and the def2-TZVPD basis.

Output
Charge ... +1
F_max ... 3.07 eV/A
Energy above the lowest of the compared OMol25 structures with the same formula, charge and spin ... 136.00 kJ/mol
2S+1 ... 2

Geometry (Å):
C: 2.197 0.374 -0.527
S: 2.134 -0.114 -2.317
C: 2.573 -1.921 -1.959
H: 2.060 -0.411 0.242
H: 3.282 0.816 -0.544
H: 1.434 1.032 -0.240
H: 3.262 -2.080 -2.879
H: 1.609 -2.510 -1.987
H: 3.088 -1.919 -0.961
C: -1.162 -0.290 1.349
C: -1.842 0.720 0.405
C: -2.879 1.467 1.156
H: -1.171 -0.040 2.464
H: -1.516 -1.299 1.200
H: -0.043 -0.199 1.190
H: -1.016 1.316 -0.096
H: -2.407 0.301 -0.461
H: -3.471 2.150 0.488
H: -2.459 1.925 2.039
H: -3.674 0.679 1.438

The molecule's natural (NBO) atomic charges, reported in e, are given here: number 1, C, carries -0.77; number 2, S, carries 0.82; number 3, C, carries -0.73; number 4, H, carries 0.27; number 5, H, carries 0.29; number 6, H, carries 0.27; number 7, H, carries 0.28; number 8, H, carries 0.30; number 9, H, carries 0.27; number 10, C, carries -0.61; number 11, C, carries -0.40; number 12, C, carries -0.60; number 13, H, carries 0.23; number 14, H, carries 0.22; number 15, H, carries 0.16; number 16, H, carries 0.16; number 17, H, carries 0.21; number 18, H, carries 0.22; number 19, H, carries 0.21; number 20, H, carries 0.21